1.
The following is a DFT calculation (ωB97M-V with the def2-TZVPD basis set) of a 4-piece molecular cluster, C27H36N6O4 overall.

Last column: Löwdin charge in e.
Geometry (Å):
1 C -3.59045 16.58722 -4.08603  0.010
2 H -7.02654 21.39838 -6.49704  0.167
3 C -3.76778 17.91320 -8.35479  0.023
4 H 0.25720 21.08086 -4.47923  0.120
5 H -3.92508 15.56217 -7.08091  0.127
6 C -8.76469 20.89999 -8.27545  0.066
7 H 3.49209 11.30089 -5.91274  0.124
8 H 3.16241 22.14909 -7.61142  0.120
9 H 2.19174 20.59184 -7.64190  0.083
10 C -1.56089 17.09089 -8.80572  0.058
11 C 1.80567 14.41848 -7.80192  0.094
12 C -3.22554 14.53546 -2.92078  0.072
13 H -0.83721 12.23330 -8.25282  0.142
14 H -3.91755 18.44550 -5.10693  0.115
15 H -4.76690 17.69438 -7.97799  0.084
16 H 3.84195 13.61156 -7.46586  0.159
17 H -5.79134 19.78545 -5.07490  0.143
18 C 1.13152 22.25158 -6.80060  -0.382
19 C -6.51525 18.05726 -6.01555  -0.149
20 C -7.42730 17.65493 -7.02090  0.066
21 C 2.78561 13.42043 -7.58424  0.053
22 C 0.44123 14.03435 -7.91368  -0.096
23 C 2.18140 21.68068 -7.69097  0.036
24 O 0.75264 18.62145 -6.07487  -0.062
25 C -7.11402 20.32631 -6.59414  0.040
26 H 3.20905 10.16950 -7.22213  0.119
27 O -0.10792 17.02688 -4.97556  0.020
28 N -0.24962 18.07289 -5.54286  -0.667
29 H -8.02162 21.16623 -9.02716  0.126
30 C -0.48908 16.17649 -8.70630  0.067
31 H -2.19089 14.70888 -3.21666  0.117
32 H -3.55457 14.78810 -1.91281  0.137
33 H -6.97896 15.40703 -5.25575  0.143
34 C -0.66902 15.02394 -8.02308  -0.133
35 H -1.47888 18.04704 -9.30116  0.154
36 H -9.65481 20.45766 -8.72281  0.117
37 C -4.31291 17.46853 -4.87107  0.045
38 H -8.93734 18.26199 -8.40854  0.162
39 H -0.69273 22.58788 -4.81756  0.111
40 N -2.80075 16.82046 -8.31192  -0.054
41 C 3.44491 11.20978 -6.99790  0.049
42 H -0.80688 21.77765 -7.18820  0.183
43 H -2.62188 16.91349 -3.73702  0.147
44 H -3.36741 18.69793 -7.71291  0.098
45 H -7.51830 16.61514 -7.29828  0.133
46 H -1.44405 21.04795 -4.94062  0.080
47 C -0.49471 21.55639 -5.10899  0.023
48 H 2.09499 15.44847 -7.94962  0.132
49 H -5.50806 13.94349 -4.12808  0.166
50 H -2.08164 13.88072 -6.86552  0.132
51 C -5.17351 14.95842 -4.28429  0.006
52 H -3.76200 18.40311 -9.32847  0.120
53 H -3.44492 13.49177 -3.14593  0.116
54 H 0.07285 20.47398 -6.82565  0.103
55 H 1.87840 21.97943 -8.69448  0.112
56 H 0.91980 10.70538 -7.45802  0.157
57 N -4.03179 15.37269 -3.80708  -0.084
58 H -9.17016 21.70368 -7.66083  0.124
59 C -6.01812 15.81082 -4.97265  0.051
60 C -2.96474 15.68133 -7.56043  0.032
61 N 2.38536 12.14525 -7.42426  -0.072
62 N -8.05948 19.89879 -7.42833  -0.070
63 C -6.40461 19.39157 -5.87187  0.020
64 H 4.41259 11.50319 -7.40486  0.118
65 O 1.21038 23.41453 -6.42964  0.173
66 C -5.65042 17.12609 -5.22241  -0.107
67 N -0.08817 21.43664 -6.56590  0.102
68 O -1.29353 18.61696 -5.71193  -0.050
69 C 0.10531 12.65498 -7.93620  0.050
70 C -8.12687 18.60592 -7.78304  0.042
71 C -1.90542 14.80414 -7.39716  0.055
72 C 1.07701 11.77111 -7.53473  0.039
73 H 0.45842 16.42750 -9.15978  0.144

Summary:
Net charge: +4
HOMO in eV: -18.04
LUMO in eV: -11.7
Energy relative to the best compared isomer or geometry (same formula, charge and spin) in kJ/mol: 228.68
DFT total energy in eV: -45671.6768
Maximum force in eV Å⁻¹: 5.67

***

2.
The following is a DFT calculation (ωB97M-V with the def2-TZVPD basis set) of C22H31ClCoN2O3 as an isolated structure.

Last column: Löwdin spin population.
Geometry (Å):
1 C -1.47653 0.00105 -1.26795  0.061
2 H -2.11483 -3.28225 -1.77007  0.001
3 H 2.15385 1.44479 2.11873  0.001
4 C -1.83331 -2.43906 -1.14529  0.007
5 O -0.34015 -4.14192 -0.26458  0.001
6 N -0.22146 -2.16667 0.74181  0.041
7 C -1.34152 0.03596 2.91517  0.434
8 H 2.88373 -3.21336 1.72977  0.000
9 H 1.58433 -4.64225 0.29689  0.000
10 C -1.43851 -1.22423 -1.92946  0.021
11 H -0.51164 2.47119 -4.91696  0.000
12 H 0.30202 -5.10978 1.45747  0.000
13 H -1.59003 -3.12294 -4.02677  0.000
14 H 1.07185 5.05314 0.53279  0.001
15 H -2.34255 3.23183 -1.66435  0.001
16 H -0.08536 3.16943 -3.34358  0.000
17 H 0.03415 -3.08856 -3.35061  0.000
18 C -0.84874 2.59473 -3.88594  0.001
19 C -1.06642 1.25880 -3.23661  0.002
20 H -0.25844 1.35829 4.33909  0.026
21 H -2.69075 -2.15863 -0.50938  0.002
22 C -0.77731 0.04610 -3.89083  0.006
23 H -0.22209 -0.32884 4.82170  0.029
24 N -0.10173 2.02761 0.51056  0.052
25 C -0.77232 -2.89200 -0.18758  0.003
26 C 2.19920 -2.44876 1.34438  0.001
27 C -1.53274 1.22847 -1.90628  0.023
28 H 2.42984 -2.23678 0.29764  0.001
29 O -0.69956 4.11724 -0.00636  0.004
30 H -0.60291 -3.36920 3.08730  0.002
31 H 2.54132 3.14722 2.39264  0.000
32 H -2.82211 2.03721 -0.42807  0.003
33 C -0.68823 -2.50447 -3.93673  0.000
34 C 0.43749 -3.05958 2.95526  0.010
35 H 1.01022 2.50846 3.00674  0.004
36 H 2.35509 -1.53049 1.91833  0.000
37 C -0.27064 0.32549 3.93779  0.112
38 C 1.72343 2.44971 2.18309  0.004
39 H -1.76056 3.20281 -3.87913  0.000
40 H 2.51436 1.85010 -0.37617  0.001
41 H 1.71423 3.23158 -1.15827  0.000
42 C 2.13382 2.86185 -0.21458  0.001
43 H -0.27459 -2.34337 -4.93387  0.000
44 C 1.08396 2.86383 0.87861  0.007
45 Cl 1.41428 -0.20651 -0.73550  0.068
46 Co -0.65379 -0.08891 0.43551  2.625
47 H 0.06229 4.49570 1.90639  0.001
48 H 2.94353 3.53305 0.09178  0.000
49 C 0.45021 4.24151 0.91384  0.003
50 C -0.91809 2.81451 -0.15523  0.011
51 H 0.60053 -2.11152 3.47749  0.005
52 H 1.08691 -3.81272 3.40918  0.001
53 O -2.55327 0.23370 2.94203  0.360
54 C 0.79105 -2.97610 1.48607  0.007
55 C -2.00409 2.37837 -1.07696  0.010
56 H -0.70928 -0.41797 2.02556  0.043
57 C -0.97939 -1.20078 -3.25922  0.001
58 H -0.37945 0.06952 -4.91393  0.000
59 C 0.66542 -4.32206 0.79290  0.003
60 H 0.69531 0.15648 3.42378  0.001

Summary:
Net charge: -1
HOMO (spin up / spin down) in eV: -0.68 / -4.36
LUMO (spin up / spin down) in eV: 2.9 / 2.9
2S+1: 5
DFT total energy in eV: -82587.8332
Maximum force in eV Å⁻¹: 3.99

***

3.
The following is a DFT calculation (ωB97M-V with the def2-TZVPD basis set) of one molecule with the formula CH2Br2O2S.

Last column: Löwdin charge in e.
Geometry (Å):
1 C -1.21291 -1.44410 2.36243  -0.562
2 H -1.90044 -1.90170 1.67552  0.042
3 Br 0.25424 -0.79059 1.16078  0.521
4 S -3.09326 1.24418 2.61735  0.680
5 H -0.69233 -2.10297 3.08534  0.070
6 Br -1.78892 2.65163 1.50844  0.336
7 O -1.76185 -0.20422 2.91123  -0.578
8 O -3.99781 0.86188 1.61543  -0.510

Summary:
HOMO in eV: -9.85
LUMO in eV: -1.3
Energy relative to the best compared isomer or geometry (same formula, charge and spin) in kJ/mol: 112.99
DFT total energy in eV: -156082.1106
Maximum force in eV Å⁻¹: 4.34

***

4.
The following is a DFT calculation (ωB97M-V with the def2-TZVPD basis set) of C2H7O2Sn as an isolated structure.

Last column: Löwdin charge in e.
Geometry (Å):
1 C 4.91326 -2.90887 2.26321  -0.165
2 H 5.43618 -4.95348 -0.71944  0.074
3 Sn 2.08066 -6.39544 0.90227  -0.024
4 H 4.28527 -2.06816 2.58347  0.087
5 O 3.29776 -5.09164 0.53221  -0.972
6 O 4.66232 -3.13891 0.89955  -0.306
7 H 5.98713 -2.73131 2.44502  0.077
8 H 6.00103 -4.98023 1.00447  0.077
9 C 5.56342 -4.36346 0.19991  -0.007
10 H 3.46852 -4.05972 0.81122  0.015
11 H 4.63046 -3.78183 2.87867  0.086
12 H 6.41631 -3.76625 -0.17420  0.056

Summary:
Net charge: -1
HOMO (spin up / spin down) in eV: -0.12 / -0.10
LUMO (spin up / spin down) in eV: 3.4 / 3.4
DFT total energy in eV: -12109.6095
Maximum force in eV Å⁻¹: 7.27

***

5.
The following is a DFT calculation (ωB97M-V with the def2-TZVPD basis set) of a 2-piece molecular cluster, C3H3IO2 overall.

Last column: Löwdin charge in e.
Geometry (Å):
1 I 0.75446 -0.13567 3.98515  0.214
2 C 0.38252 -0.22444 -2.80647  0.186
3 H 0.70915 -0.63547 0.36872  0.147
4 O -1.03619 0.86208 1.43370  -0.198
5 O -0.89418 0.60247 0.15260  -0.022
6 C 0.04911 -0.10078 -0.29135  -0.064
7 C 0.04426 -0.24941 -1.66623  -0.056
8 H 0.30344 -0.48065 -3.85999  0.070
9 H -0.31256 0.36186 2.68388  -0.277

Summary:
HOMO in eV: -8.99
LUMO in eV: -2.0
Energy relative to the best compared isomer or geometry (same formula, charge and spin) in kJ/mol: 637.75
DFT total energy in eV: -15347.9268
Maximum force in eV Å⁻¹: 2.87

***

6.
The following is a DFT calculation (ωB97M-V with the def2-TZVPD basis set) of C4H9NO2 as an isolated structure.

Last column: Löwdin charge in e.
Geometry (Å):
1 H 1.84193 -1.58120 1.27779  0.101
2 O -1.50968 2.96742 0.22827  0.085
3 H 1.98992 -3.40532 -0.27368  0.068
4 H 0.23963 -3.48992 -0.56220  0.059
5 H -1.69282 2.40905 1.04122  0.154
6 O -0.70230 0.95160 -0.37447  0.065
7 C -1.57029 1.79311 -0.41014  -0.287
8 H -2.59737 1.52445 -0.65741  0.158
9 H 0.06621 -1.59120 1.30931  0.099
10 C 0.97436 0.38986 -0.15832  -0.206
11 H 1.49597 1.11004 -0.78927  0.091
12 C 0.99817 -3.23015 0.17801  -0.127
13 H 1.22131 0.68746 0.90405  0.109
14 C 0.94136 -1.76687 0.64819  -0.361
15 H 0.83904 -3.87424 1.05059  0.059
16 N 0.89007 -0.89386 -0.52533  -0.069

Summary:
HOMO in eV: -8.08
LUMO in eV: 0.0
Energy relative to the best compared isomer or geometry (same formula, charge and spin) in kJ/mol: 517.22
DFT total energy in eV: -9874.7001
Maximum force in eV Å⁻¹: 6.09

***

7.
The following is a DFT calculation (ωB97M-V with the def2-TZVPD basis set) of C5H19N8O5Tl as an isolated structure.

Last column: Löwdin charge in e.
Geometry (Å):
1 H 3.12978 -5.97116 0.66650  0.120
2 Tl -0.11444 0.96750 -3.79070  0.980
3 C -0.99426 0.25858 2.70050  -0.790
4 H -5.13858 -2.39173 -2.81835  0.118
5 H -3.90876 -6.01049 -3.87481  0.132
6 O -1.18432 0.51289 1.54298  0.068
7 N -0.06696 7.71405 -0.05080  0.179
8 H 4.13281 3.75551 -0.21203  0.161
9 H -5.48893 -5.70320 -3.03662  0.120
10 H 4.67992 -4.57844 0.24833  0.127
11 H 0.34193 -0.19319 4.13961  0.114
12 N 3.96595 -3.89300 0.04702  0.175
13 H 4.26405 2.50673 0.86338  0.155
14 C -4.34413 -4.14384 -3.29466  -0.742
15 O 2.02268 -3.67255 -1.10738  0.069
16 N -5.29383 -3.38916 -2.78465  0.166
17 H -1.49816 0.23269 4.61282  0.121
18 O -3.35857 -3.55631 -3.72878  0.031
19 N 0.17053 -0.16392 3.14470  0.164
20 H 0.94590 -0.12346 2.49875  0.115
21 N -0.64879 6.39963 1.56537  0.192
22 C 2.76845 -4.27510 -0.34826  -0.737
23 C -0.47928 6.50334 0.33069  -0.803
24 N -1.84796 0.26032 3.66573  0.184
25 H 0.27423 7.75152 -1.00068  0.122
26 N 2.59077 -5.54210 -0.07206  0.171
27 H -1.07299 5.59379 2.00216  0.144
28 H 0.23964 8.35632 0.66586  0.114
29 O 4.33682 1.89434 -1.06775  0.132
30 H -6.23641 -3.67874 -2.56603  0.117
31 H 4.16149 -2.96526 -0.30107  0.117
32 N -4.59877 -5.42596 -3.42503  0.188
33 H -0.28831 7.18114 2.09392  0.127
34 O -0.70812 5.56532 -0.39055  0.070
35 H 5.70824 3.04697 -0.01957  0.110
36 H -2.83998 0.38597 3.52360  0.135
37 C 4.65033 2.80139 -0.11235  -0.096
38 H 1.72806 -6.01041 -0.30978  0.130

Summary:
Net charge: +2
HOMO in eV: -13.43
LUMO in eV: -12.0
Energy relative to the best compared isomer or geometry (same formula, charge and spin) in kJ/mol: 436.42
DFT total energy in eV: -32324.7261
Maximum force in eV Å⁻¹: 7.17

***

8.
The following is a DFT calculation (ωB97M-V with the def2-TZVPD basis set) of C8H5GaN2O5 as an isolated structure.

Last column: Löwdin charge in e.
Geometry (Å):
1 H -2.28105 -2.59034 2.23199  0.151
2 C -1.71020 1.23374 -1.33287  0.103
3 H 2.34585 1.34044 1.26495  0.099
4 H -0.51650 -3.83026 0.71181  0.194
5 N -0.34928 -0.71619 0.34015  -0.063
6 C 0.93957 -0.04838 -2.22826  0.077
7 O 3.22260 0.42394 -0.46603  0.056
8 N -0.64877 -2.81882 0.76433  0.134
9 C -0.24033 2.11191 1.20828  0.091
10 H 0.86678 -2.19239 -0.69891  0.168
11 O -2.78244 1.22414 -1.71341  0.252
12 C 0.06985 -1.93876 0.02812  -0.086
13 O -0.55622 2.70701 2.15248  0.268
14 C -1.58063 -2.11327 1.54982  0.022
15 H -1.88371 0.09299 1.61484  0.116
16 O 1.29541 -0.59572 -3.16870  0.288
17 O 1.39313 3.83718 -1.88283  0.255
18 C -1.39386 -0.79494 1.26234  -0.067
19 C 1.01678 2.86195 -1.41994  0.072
20 C 2.36686 0.91196 0.20653  -0.274
21 Ga 0.42617 0.89382 -0.42468  0.142

Summary:
Net charge: +2
HOMO in eV: -16.06
LUMO in eV: -8.8
Energy relative to the best compared isomer or geometry (same formula, charge and spin) in kJ/mol: 287.91
DFT total energy in eV: -73950.9256
Maximum force in eV Å⁻¹: 6.94